Record 1
The following is a quantum chemistry calculation of a molecular structure, C14H25ClINOPYb, from the OMol25 dataset.

Computed properties:
HOMO (alpha / beta) ... -0.541 / -0.540 Eh
Strongest force on any atom ... 7.7 eV/Å
Energy above the lowest of the compared OMol25 structures with the same formula, charge and spin ... 0.946 eV
<S²> ... 0.7604

Geometry as ORCA input:
```
! wB97M-V def2-TZVPD RIJCOSX def2/J DEFGRID3
* xyz 2 2
C 2.309 -1.344 -2.368
I 2.690 0.538 -0.440
H 3.105 -0.689 -2.740
H 1.323 -1.006 -2.743
H 2.498 -2.339 -2.802
Yb -2.200 -0.187 0.341
P -1.265 0.746 -2.557
C 0.046 1.830 -3.245
C -1.655 -0.185 -4.087
H -3.618 1.373 -2.397
H -2.701 2.459 -3.498
H -2.563 2.651 -1.719
C -2.679 1.926 -2.537
H -2.433 -0.922 -3.856
H -2.003 0.506 -4.867
H -0.386 2.527 -3.977
H 0.810 1.216 -3.741
H -0.757 -0.713 -4.437
H 0.532 2.393 -2.437
C 2.301 -1.462 -0.908
O 2.153 -2.420 -0.175
Cl -3.598 -1.507 -1.259
C 1.833 0.006 3.731
N 1.855 -0.994 2.620
C 2.740 -2.146 2.974
C 0.450 -1.469 2.252
C -0.429 -0.299 1.932
C -1.645 -0.118 2.628
C -2.428 1.008 2.368
C -2.042 1.938 1.409
C -0.835 1.739 0.697
C -0.139 0.606 0.952
H 1.213 -0.384 4.546
H 1.440 0.961 3.373
H 2.864 0.142 4.075
H 2.221 -0.531 1.750
H 2.212 -2.754 3.715
H 2.944 -2.719 2.064
H 3.665 -1.747 3.400
H 0.579 -2.137 1.393
H 0.084 -2.054 3.103
H -1.960 -0.878 3.353
H -3.352 1.154 2.933
H -2.663 2.821 1.230
H -0.515 2.460 -0.052
*
```


Record 2
The following is a quantum chemistry calculation of a molecular structure, C14H25CoN5S4, from the OMol25 dataset.

Computed properties:
HOMO (alpha / beta) ... -0.654 / -0.661 Eh
Strongest force on any atom ... 4.4 eV/Å
<S²> ... 6.0634

Geometry as ORCA input:
```
! wB97M-V def2-TZVPD RIJCOSX def2/J DEFGRID3
* xyz 3 5
Co -0.682 -0.569 0.211
S 1.447 -1.183 -0.651
S -1.829 1.296 -0.200
C 2.376 -0.057 -1.781
C 0.801 -2.289 -1.939
C -0.262 -1.609 -2.753
N -1.334 -1.092 -1.846
C -2.195 -0.110 -2.530
C -2.952 0.724 -1.530
H 0.413 -3.182 -1.452
H 1.650 -2.566 -2.558
H -0.708 -2.317 -3.461
H 0.178 -0.780 -3.322
H -2.905 -0.629 -3.182
H -1.574 0.542 -3.155
H -3.798 0.175 -1.103
H -3.360 1.620 -2.006
C -1.161 2.702 -1.143
H -1.920 -1.897 -1.638
H -1.231 2.506 -2.220
H -0.132 2.903 -0.836
H -1.802 3.559 -0.881
H 2.993 0.605 -1.172
H 1.725 0.520 -2.439
H 3.025 -0.710 -2.371
C -2.379 -1.336 0.612
C -1.751 -0.856 1.829
H -2.164 -2.398 0.404
H -3.415 -1.096 0.368
H -1.536 -1.638 2.600
H -1.945 0.126 2.284
N 2.028 3.344 -0.513
C 1.870 2.828 0.762
N 1.368 1.650 0.998
C 1.324 1.418 2.359
C 1.761 2.482 3.141
S 2.217 3.821 2.177
C 1.025 0.101 2.809
C 1.037 -0.286 4.143
S 0.807 -1.985 4.317
C 0.928 -2.117 2.565
N 0.784 -0.963 1.909
N 1.096 -3.350 2.047
H 2.663 4.123 -0.534
H 2.092 2.627 -1.244
H 1.738 2.472 4.222
H 1.208 0.456 4.917
H 1.221 -4.093 2.729
H 1.260 -3.492 1.058
*
```


Record 3
The following is a quantum chemistry calculation of a molecular structure, C14H25F3KNO6PS, from the OMol25 dataset.

Computed properties:
HOMO ... -0.442 Eh
Strongest force on any atom ... 4.3 eV/Å

Geometry as ORCA input:
```
! wB97M-V def2-TZVPD RIJCOSX def2/J DEFGRID3
* xyz 1 1
C -2.579 -1.223 -1.491
C -1.840 0.110 -1.610
C -0.598 0.036 -2.523
C 0.805 0.514 -2.035
C 1.736 -0.697 -1.710
C 0.849 1.684 -1.014
P -0.231 3.056 -1.781
O -0.124 3.010 -3.248
O 2.151 2.338 -1.209
C 2.981 2.080 -0.215
O 4.154 2.305 -0.221
O 2.364 1.392 0.765
C 0.926 1.337 0.523
C 0.436 -0.049 0.966
C -0.410 -0.245 2.226
C -0.893 -1.695 2.351
C 0.199 -2.764 2.207
C 0.374 -3.335 0.790
N -0.403 -4.512 0.446
S 0.515 2.764 1.675
O 1.127 3.894 1.054
O 0.822 2.346 2.993
C -1.353 3.111 1.645
F -1.556 4.290 1.068
F -1.995 2.170 0.939
F -1.796 3.116 2.891
H -3.320 -1.195 -0.694
H -1.899 -2.057 -1.311
H -3.120 -1.443 -2.411
H -1.609 0.488 -0.619
H -2.535 0.833 -2.042
H -0.815 0.597 -3.429
H -0.474 -0.999 -2.842
H 1.234 1.006 -2.908
H 2.322 -0.578 -0.831
H 1.157 -1.607 -1.576
H 2.416 -0.883 -2.533
H 0.284 4.183 -1.143
H -1.499 2.827 -1.247
H 1.349 -0.628 1.100
H -0.090 -0.493 0.128
H 0.156 0.022 3.117
H -1.284 0.400 2.207
H -1.683 -1.876 1.614
H -1.352 -1.794 3.333
H -0.046 -3.597 2.868
H 1.155 -2.373 2.571
H 0.089 -2.570 0.061
H 1.425 -3.571 0.607
H -0.202 -5.288 1.064
H -1.396 -4.329 0.514
K 4.073 -0.110 -1.079
*
```


Q: Which of these has the highest strongest force on any atom?
A: C14H25ClINOPYb


Q: Which of these has the lowest strongest force on any atom?
A: C14H25F3KNO6PS


Q: Which of these has the lowest strongest force on any atom?
A: C14H25F3KNO6PS


Q: What is the strongest force on any atom in the first record?
A: 7.7 eV/Å